No. 1
{"formula": "C18H57BNO10P2S6", "method": "wB97M-V/def2-TZVPD", "orbital_gap_ev": 4.33, "energy_ev": -125806.325, "largest_force_ev_per_a": 9.54, "de_lowest_kj_mol": 865.4, "charge": -1, "symbols": ["C", "C", "C", "O", "C", "P", "C", "C", "N", "P", "O", "B", "O", "O", "H", "H", "H", "H", "H", "H", "H", "H", "H", "H", "H", "H", "H", "H", "H", "H", "H", "H", "H", "H", "H", "C", "S", "O", "C", "H", "H", "H", "H", "H", "H", "C", "S", "O", "C", "H", "H", "H", "H", "H", "H", "C", "S", "O", "C", "H", "H", "H", "H", "H", "H", "C", "S", "O", "C", "H", "H", "H", "H", "H", "H", "C", "S", "O", "C", "H", "H", "H", "H", "H", "H", "C", "S", "O", "C", "H", "H", "H", "H", "H", "H"], "xyz": [[4.56, -4.72, 1.20], [4.29, -3.23, 1.54], [5.55, -2.30, 1.49], [5.47, -1.39, 2.57], [5.23, -0.04, 2.12], [3.33, 0.28, 1.99], [1.42, 0.56, 1.95], [0.65, -0.11, 0.76], [1.21, -1.40, 0.29], [3.66, 2.44, 1.36], [5.12, 2.93, 1.45], [3.29, 0.86, 3.88], [3.86, 2.10, 4.35], [2.72, 0.04, 4.91], [4.75, -5.30, 2.13], [3.69, -5.18, 0.71], [5.45, -4.85, 0.56], [3.88, -3.18, 2.56], [3.50, -2.81, 0.90], [5.56, -1.82, 0.50], [6.44, -2.95, 1.57], [5.74, 0.16, 1.15], [5.69, 0.65, 2.86], [3.40, -0.04, 0.56], [3.07, -1.09, 2.38], [0.95, 0.27, 2.91], [1.24, 1.66, 1.85], [0.51, 0.62, -0.05], [-0.38, -0.33, 1.14], [0.79, -2.19, 0.76], [1.03, -1.47, -0.70], [2.84, 3.36, 2.11], [3.22, 2.52, -0.01], [3.12, 2.67, 4.59], [3.40, -0.09, 5.57], [-2.69, 1.61, -1.65], [-1.73, 3.07, -1.21], [-0.81, 2.67, -0.11], [-3.09, 3.98, -0.46], [-2.02, 0.88, -2.10], [-3.15, 1.18, -0.75], [-3.47, 1.88, -2.37], [-3.52, 3.40, 0.36], [-3.85, 4.19, -1.21], [-2.70, 4.92, -0.07], [-1.70, -3.30, 2.78], [-1.21, -2.19, 1.45], [-0.37, -2.98, 0.50], [-0.09, -1.19, 2.44], [-2.38, -4.05, 2.37], [-0.82, -3.80, 3.19], [-2.21, -2.73, 3.56], [0.69, -1.82, 2.87], [-0.65, -0.68, 3.23], [0.37, -0.44, 1.79], [1.43, -7.12, -2.68], [1.58, -5.60, -1.72], [2.16, -5.99, -0.40], [-0.18, -5.33, -1.46], [2.43, -7.48, -2.91], [0.89, -7.88, -2.10], [0.90, -6.91, -3.61], [-0.63, -6.18, -0.95], [-0.67, -5.17, -2.43], [-0.27, -4.42, -0.86], [-0.96, 8.51, 0.70], [-2.44, 7.96, 1.55], [-3.12, 6.97, 0.67], [-3.34, 9.52, 1.40], [-0.27, 7.67, 0.64], [-1.21, 8.84, -0.31], [-0.50, 9.32, 1.26], [-3.44, 9.78, 0.35], [-2.80, 10.30, 1.94], [-4.33, 9.39, 1.84], [-1.26, 2.47, -6.08], [-1.69, 0.89, -5.32], [-0.94, 0.79, -4.04], [-0.82, -0.13, -6.53], [-1.67, 3.26, -5.46], [-0.18, 2.57, -6.13], [-1.69, 2.52, -7.08], [0.24, 0.14, -6.55], [-1.27, 0.00, -7.51], [-0.92, -1.18, -6.23], [-4.70, -1.89, -1.66], [-5.42, -1.17, -0.18], [-4.82, -1.88, 0.99], [-7.07, -1.84, -0.42], [-3.64, -1.63, -1.69], [-4.80, -2.97, -1.64], [-5.20, -1.48, -2.54], [-7.03, -2.93, -0.48], [-7.50, -1.43, -1.34], [-7.69, -1.54, 0.42]]}

=====

No. 2
{"formula": "C18H57BO9Pt", "method": "wB97M-V/def2-TZVPD", "orbital_gap_ev": [8.45, 6.72], "s2": 2.01, "energy_ev": -41931.817, "largest_force_ev_per_a": 3.58, "de_lowest_kj_mol": 389.5, "spin_multiplicity": 3, "symbols": ["Pt", "B", "H", "H", "H", "H", "C", "C", "O", "H", "H", "H", "H", "H", "C", "C", "O", "H", "H", "H", "H", "H", "H", "C", "C", "O", "H", "H", "H", "H", "H", "H", "C", "C", "O", "H", "H", "H", "H", "H", "H", "C", "C", "O", "H", "H", "H", "H", "H", "H", "C", "C", "O", "H", "H", "H", "H", "H", "H", "C", "C", "O", "H", "H", "H", "H", "H", "H", "C", "C", "O", "H", "H", "H", "H", "H", "H", "C", "C", "O", "H", "H", "H", "H", "H", "H"], "xyz": [[0.64, -4.37, -0.81], [0.55, -4.51, -3.06], [0.45, -4.81, -4.16], [0.83, -5.42, -2.45], [1.33, -3.66, -2.88], [-0.46, -4.12, -2.60], [-0.64, -0.02, -0.33], [0.30, -1.17, 0.01], [0.27, -2.23, -0.92], [-0.60, 0.73, 0.46], [-1.68, -0.33, -0.46], [-0.27, 0.53, -1.20], [0.01, -1.55, 1.00], [1.32, -0.77, 0.15], [-0.04, -3.02, 3.38], [-0.74, -3.83, 2.30], [0.15, -4.37, 1.34], [0.83, -3.48, 3.87], [-0.67, -2.95, 4.28], [0.18, -1.98, 3.14], [-1.45, -3.16, 1.81], [-1.38, -4.58, 2.77], [0.80, -4.92, 1.81], [3.67, 0.42, -2.59], [2.20, 0.36, -2.96], [1.82, -1.03, -3.13], [3.87, -0.01, -1.61], [4.01, 1.46, -2.60], [4.26, -0.10, -3.35], [2.00, 0.74, -3.95], [1.59, 0.75, -2.15], [1.49, -1.36, -2.28], [4.81, -0.85, 2.82], [3.73, -1.82, 2.39], [4.26, -3.14, 2.33], [4.42, 0.18, 2.77], [5.55, -0.80, 2.02], [5.19, -0.95, 3.83], [3.35, -1.52, 1.41], [2.87, -1.75, 3.08], [3.87, -3.50, 1.54], [-3.25, 3.83, 1.86], [-2.19, 3.13, 2.68], [-2.78, 2.72, 3.92], [-3.79, 4.61, 2.39], [-4.09, 3.23, 1.50], [-2.84, 4.23, 0.92], [-1.50, 3.95, 2.89], [-1.79, 2.36, 2.02], [-3.08, 1.82, 3.72], [0.05, 3.87, -3.08], [1.43, 4.49, -2.98], [1.48, 5.56, -3.96], [0.09, 2.85, -2.66], [-0.37, 3.67, -4.07], [-0.74, 4.40, -2.54], [2.15, 3.74, -3.29], [1.67, 4.95, -2.02], [1.09, 5.27, -4.79], [-5.22, 0.07, 1.29], [-4.18, -0.48, 2.26], [-4.15, 0.25, 3.51], [-6.14, 0.19, 1.86], [-5.40, -0.61, 0.46], [-4.81, 0.97, 0.82], [-3.14, -0.52, 1.94], [-4.51, -1.50, 2.46], [-3.91, -0.36, 4.21], [2.06, 2.17, 1.83], [2.56, 3.52, 1.35], [3.97, 3.36, 1.21], [2.65, 1.77, 2.64], [1.94, 1.43, 1.03], [1.02, 2.30, 2.16], [2.32, 4.23, 2.15], [2.04, 3.88, 0.46], [4.33, 4.12, 0.74], [-3.51, -2.18, -4.02], [-2.76, -1.50, -2.91], [-1.36, -1.63, -3.15], [-4.55, -2.36, -3.74], [-3.04, -3.13, -4.23], [-3.50, -1.58, -4.93], [-2.99, -2.01, -1.96], [-3.01, -0.45, -2.72], [-0.93, -1.68, -2.27]]}

=====

No. 3
{"formula": "C18H57N3O12", "method": "wB97M-V/def2-TZVPD", "orbital_gap_ev": 8.75, "energy_ev": -48624.886, "largest_force_ev_per_a": 2.77, "de_lowest_kj_mol": 271.3, "smiles": "COCCNCCOC.COCCNCCOC.COCCNCCOC.O.O.O.O.O.O", "symbols": ["C", "O", "C", "C", "N", "C", "C", "O", "C", "H", "H", "H", "H", "H", "H", "H", "H", "H", "H", "H", "H", "H", "H", "H", "C", "O", "C", "C", "N", "C", "C", "O", "C", "H", "H", "H", "H", "H", "H", "H", "H", "H", "H", "H", "H", "H", "H", "H", "C", "O", "C", "C", "N", "C", "C", "O", "C", "H", "H", "H", "H", "H", "H", "H", "H", "H", "H", "H", "H", "H", "H", "H", "O", "H", "H", "O", "H", "H", "O", "H", "H", "O", "H", "H", "O", "H", "H", "O", "H", "H"], "xyz": [[2.99, 7.84, 0.74], [2.40, 6.58, 0.57], [3.08, 5.63, 1.50], [2.22, 4.46, 1.94], [1.82, 3.52, 0.81], [0.52, 2.90, 1.02], [0.30, 1.82, 2.13], [0.34, 2.34, 3.45], [0.25, 1.36, 4.38], [4.05, 7.79, 0.46], [3.03, 8.10, 1.80], [2.51, 8.61, 0.14], [3.60, 6.09, 2.35], [4.00, 5.34, 0.99], [1.28, 4.82, 2.36], [2.59, 3.93, 2.82], [1.89, 3.90, -0.12], [0.11, 2.55, 0.07], [-0.20, 3.68, 1.31], [1.07, 1.05, 2.01], [-0.68, 1.39, 1.93], [0.71, 0.38, 4.23], [-0.81, 1.16, 4.56], [0.52, 1.74, 5.37], [-0.85, -2.52, 2.28], [0.16, -2.39, 3.29], [-0.34, -2.46, 4.65], [0.71, -2.90, 5.66], [1.45, -1.71, 6.01], [2.39, -1.78, 7.10], [3.56, -2.79, 6.93], [4.72, -2.12, 7.46], [5.94, -2.85, 7.26], [-1.40, -1.60, 2.08], [-1.54, -3.34, 2.48], [-0.40, -2.60, 1.29], [-1.12, -3.22, 4.61], [-0.82, -1.54, 5.01], [1.19, -3.68, 5.06], [0.19, -3.30, 6.53], [1.88, -1.21, 5.24], [1.86, -2.06, 8.01], [2.74, -0.79, 7.37], [3.80, -3.09, 5.91], [3.34, -3.74, 7.42], [6.20, -2.97, 6.21], [5.88, -3.84, 7.71], [6.67, -2.28, 7.84], [-1.76, -1.37, -3.91], [-0.92, -2.35, -4.52], [-1.39, -3.65, -4.82], [-2.83, -3.66, -5.42], [-2.86, -3.29, -6.87], [-4.22, -3.14, -7.39], [-4.95, -1.84, -7.05], [-4.12, -0.72, -7.43], [-4.83, 0.44, -7.73], [-1.56, -1.34, -2.84], [-2.84, -1.46, -4.00], [-1.61, -0.43, -4.43], [-1.19, -4.17, -3.88], [-0.64, -4.08, -5.49], [-3.47, -3.29, -4.61], [-3.15, -4.71, -5.37], [-2.34, -2.45, -7.09], [-4.89, -4.00, -7.30], [-3.99, -3.04, -8.45], [-5.11, -1.92, -5.98], [-5.96, -1.75, -7.44], [-4.16, 1.29, -7.81], [-5.68, 0.75, -7.12], [-5.23, 0.40, -8.74], [0.72, 2.70, -2.59], [-0.21, 2.50, -2.45], [0.98, 2.15, -3.33], [2.52, 0.46, -0.16], [2.68, 0.31, -1.10], [2.67, 1.40, -0.04], [-0.58, 0.05, -0.55], [0.24, -0.24, -0.15], [-0.30, 0.59, -1.30], [-3.27, 0.02, -1.10], [-2.31, -0.05, -1.05], [-3.58, -0.89, -1.07], [0.87, -0.06, -3.64], [1.82, 0.00, -3.49], [0.72, -0.98, -3.86], [-1.97, 1.89, -2.92], [-2.60, 2.26, -3.53], [-2.50, 1.44, -2.26]]}

=====

No. 4
{"formula": "C18H59AgB3F3N4O8PtS", "method": "wB97M-V/def2-TZVPD", "orbital_gap_ev": [3.96, 3.99], "s2": 2.00, "energy_ev": -70210.149, "largest_force_ev_per_a": 4.88, "spin_multiplicity": 3, "charge": -2, "symbols": ["Ag", "Pt", "B", "H", "H", "H", "H", "B", "H", "H", "H", "H", "B", "H", "H", "H", "H", "C", "F", "F", "F", "S", "O", "O", "O", "C", "O", "H", "H", "H", "C", "C", "C", "O", "C", "N", "H", "H", "H", "H", "H", "H", "H", "H", "H", "H", "H", "C", "C", "C", "O", "C", "N", "H", "H", "H", "H", "H", "H", "H", "H", "H", "H", "H", "C", "C", "C", "O", "C", "N", "H", "H", "H", "H", "H", "H", "H", "H", "H", "H", "H", "C", "C", "C", "O", "C", "N", "H", "H", "H", "H", "H", "H", "H", "H", "H", "H", "H"], "xyz": [[0.59, 1.54, -2.82], [1.81, -0.74, 1.05], [0.70, 0.86, -0.40], [1.62, 1.22, 0.03], [0.16, 1.67, -0.87], [0.84, 0.08, -1.13], [0.15, 0.42, 0.41], [3.70, -1.11, -0.32], [3.55, -0.28, 0.35], [2.91, -1.01, -1.05], [4.72, -1.19, -0.64], [3.46, -2.00, 0.24], [3.10, 1.40, -3.63], [2.77, 2.42, -3.48], [4.16, 1.39, -3.84], [2.79, 0.78, -2.80], [2.45, 1.00, -4.39], [1.62, 3.20, 3.87], [2.04, 3.74, 4.95], [0.32, 2.73, 4.02], [1.78, 4.04, 2.84], [2.75, 1.65, 3.41], [2.18, 0.86, 2.31], [4.08, 2.10, 3.16], [2.74, 0.77, 4.60], [-0.61, -1.30, -3.79], [0.43, -0.56, -4.31], [-1.56, -0.76, -3.79], [-0.85, -2.08, -4.51], [-0.45, -1.73, -2.80], [-2.56, 4.85, -2.89], [-1.28, 4.08, -3.04], [-0.28, 4.32, -1.89], [0.97, 3.82, -2.23], [2.03, 4.14, -1.47], [-1.51, 2.67, -3.31], [-2.47, 5.94, -2.82], [-3.15, 4.52, -2.04], [-3.23, 4.68, -3.73], [-0.84, 4.55, -3.92], [-0.62, 3.70, -1.05], [-0.34, 5.38, -1.65], [2.18, 3.41, -0.68], [1.97, 5.09, -0.94], [2.95, 4.21, -2.06], [-2.13, 2.40, -2.56], [-2.13, 2.68, -4.10], [-3.00, 2.26, 0.90], [-3.22, 0.82, 0.44], [-4.66, 0.35, 0.38], [-5.36, 1.01, 1.44], [-6.79, 1.00, 1.40], [-2.54, 0.77, -0.87], [-3.48, 2.49, 1.86], [-3.59, 2.98, 0.32], [-1.96, 2.58, 0.86], [-2.63, 0.17, 1.09], [-4.68, -0.74, 0.35], [-5.07, 0.87, -0.48], [-7.17, 0.01, 1.67], [-7.21, 1.30, 0.44], [-7.12, 1.74, 2.12], [-2.23, -0.15, -1.12], [-1.65, 1.21, -0.66], [-1.52, -3.17, -0.04], [0.00, -3.62, -0.11], [0.25, -4.71, -1.17], [1.68, -4.86, -1.14], [2.02, -6.03, -1.84], [0.79, -2.38, -0.28], [-1.71, -2.37, 0.67], [-2.01, -4.08, 0.32], [-1.93, -2.89, -1.01], [0.42, -3.97, 0.83], [-0.03, -4.40, -2.18], [-0.37, -5.59, -1.02], [2.15, -5.77, -2.89], [1.33, -6.86, -1.65], [3.02, -6.26, -1.49], [1.66, -2.76, -0.62], [0.46, -1.90, -1.11], [2.71, -3.68, 4.25], [2.09, -2.88, 3.15], [0.77, -2.18, 3.50], [0.36, -1.15, 2.61], [-0.91, -0.51, 2.90], [3.01, -1.81, 2.77], [2.07, -4.55, 4.40], [2.99, -3.19, 5.18], [3.60, -4.23, 3.98], [1.93, -3.64, 2.38], [0.88, -1.58, 4.40], [-0.11, -2.80, 3.68], [-0.87, 0.52, 2.54], [-1.31, -0.59, 3.91], [-1.71, -1.02, 2.35], [3.98, -2.09, 2.77], [3.17, -1.18, 3.54]]}

=====

No. 5
{"formula": "C18H59N3O13", "method": "wB97M-V/def2-TZVPD", "orbital_gap_ev": [7.48, 2.36], "s2": 0.76, "energy_ev": -50698.065, "largest_force_ev_per_a": 4.45, "de_lowest_kj_mol": 0.0, "spin_multiplicity": 2, "charge": 1, "symbols": ["O", "H", "H", "O", "H", "H", "O", "H", "H", "O", "H", "H", "O", "H", "H", "O", "H", "H", "O", "H", "H", "C", "O", "C", "C", "N", "C", "C", "O", "C", "H", "H", "H", "H", "H", "H", "H", "H", "H", "H", "H", "H", "H", "H", "H", "C", "O", "C", "C", "N", "C", "C", "O", "C", "H", "H", "H", "H", "H", "H", "H", "H", "H", "H", "H", "H", "H", "H", "H", "C", "O", "C", "C", "N", "C", "C", "O", "C", "H", "H", "H", "H", "H", "H", "H", "H", "H", "H", "H", "H", "H", "H", "H"], "xyz": [[-6.87, 16.07, -26.52], [-7.05, 15.14, -26.42], [-7.63, 16.51, -26.15], [-6.91, 11.79, -31.80], [-7.21, 12.62, -32.17], [-7.26, 11.78, -30.91], [-6.16, 13.74, -28.73], [-7.03, 14.04, -29.00], [-5.65, 14.55, -28.64], [-4.67, 16.05, -28.05], [-5.28, 16.04, -27.31], [-4.80, 16.90, -28.46], [-8.48, 13.39, -26.46], [-8.68, 13.19, -27.38], [-9.33, 13.38, -26.03], [-4.17, 11.70, -29.00], [-4.95, 12.24, -29.09], [-4.25, 11.32, -28.12], [-2.49, 14.05, -28.36], [-3.10, 13.32, -28.51], [-3.05, 14.78, -28.09], [-5.62, 9.53, -23.24], [-6.43, 10.09, -24.21], [-6.10, 11.45, -24.53], [-5.57, 11.72, -25.98], [-4.48, 10.77, -26.16], [-3.21, 11.11, -25.50], [-2.23, 10.01, -25.77], [-2.61, 8.85, -25.04], [-1.70, 7.79, -24.87], [-4.66, 9.34, -23.71], [-6.10, 8.63, -22.86], [-5.47, 10.15, -22.35], [-5.45, 12.05, -23.89], [-7.03, 12.03, -24.59], [-5.14, 12.72, -26.08], [-6.32, 11.61, -26.76], [-4.85, 9.95, -25.70], [-3.32, 11.26, -24.42], [-2.83, 12.06, -25.87], [-1.26, 10.35, -25.40], [-2.12, 9.71, -26.81], [-2.12, 6.97, -24.27], [-0.71, 8.09, -24.53], [-1.40, 7.35, -25.82], [0.76, 18.40, -32.03], [-0.59, 18.32, -32.44], [-0.91, 16.98, -32.79], [-2.34, 16.97, -33.43], [-3.32, 17.08, -32.41], [-4.74, 17.09, -32.96], [-5.18, 15.68, -33.46], [-5.59, 14.77, -32.46], [-4.51, 14.00, -31.96], [1.10, 17.55, -31.45], [0.86, 19.34, -31.48], [1.48, 18.63, -32.82], [-1.01, 16.28, -31.96], [-0.24, 16.57, -33.54], [-2.41, 16.03, -33.97], [-2.33, 17.85, -34.08], [-3.14, 17.84, -31.76], [-4.91, 17.81, -33.75], [-5.52, 17.28, -32.22], [-4.47, 15.29, -34.19], [-6.10, 15.75, -34.04], [-3.87, 14.71, -31.42], [-3.94, 13.50, -32.74], [-4.86, 13.28, -31.22], [-7.99, 18.89, -33.40], [-8.24, 17.69, -32.62], [-8.49, 17.96, -31.24], [-7.75, 16.91, -30.37], [-8.23, 15.53, -30.45], [-9.68, 15.48, -30.09], [-9.97, 14.01, -30.10], [-9.29, 13.19, -29.09], [-9.79, 11.84, -29.13], [-7.67, 18.59, -34.40], [-7.06, 19.37, -33.10], [-8.87, 19.52, -33.29], [-9.58, 17.96, -31.13], [-8.18, 18.98, -31.02], [-7.82, 17.18, -29.31], [-6.67, 16.91, -30.55], [-7.95, 14.98, -31.25], [-10.35, 16.07, -30.71], [-9.94, 15.89, -29.11], [-9.64, 13.63, -31.07], [-11.04, 13.86, -29.92], [-9.58, 11.36, -30.08], [-10.88, 11.82, -29.02], [-9.37, 11.17, -28.38]]}